# 1
Computed, not measured: a cluster of 14 separate species, C98H219N13O14 in total in a non-equilibrium geometry, with the ωB97M-V functional and the def2-TZVPD basis.

molar mass	1803.907	g mol⁻¹
net charge	0
E	-153197.6231	eV

Atoms and positions in Å:
C -12.39 -10.54 21.81
C -13.30 -9.43 22.27
C -12.95 -8.98 23.73
C -11.78 -8.06 23.87
C -11.92 -6.87 22.98
C -12.12 -7.28 21.47
N -13.30 -8.23 21.45
O -13.79 -8.39 20.16
C -12.50 -6.00 20.71
C -10.73 -7.84 20.91
C -14.80 -9.92 22.28
H -11.36 -10.22 21.96
H -12.49 -10.77 20.75
H -12.51 -11.41 22.46
H -13.83 -8.49 24.14
H -12.74 -9.84 24.37
H -10.83 -8.57 23.72
H -11.72 -7.65 24.87
H -11.11 -6.17 23.20
H -12.70 -6.20 23.32
H -12.74 -6.16 19.65
H -13.52 -5.66 20.92
H -11.79 -5.18 20.72
H -10.20 -8.45 21.64
H -10.73 -8.26 19.91
H -10.03 -7.01 20.78
H -15.04 -10.22 21.26
H -15.57 -9.19 22.54
H -14.88 -10.74 22.99
H -14.58 -7.84 20.15
C -18.70 -11.94 33.30
C -17.68 -10.75 33.48
C -16.99 -10.77 32.08
C -16.27 -9.49 31.62
C -17.16 -8.30 31.96
C -17.82 -8.20 33.38
N -18.39 -9.47 33.73
O -19.11 -9.51 34.96
C -16.73 -7.69 34.37
C -18.95 -7.12 33.17
C -16.65 -11.06 34.60
H -19.45 -11.78 32.53
H -19.21 -12.07 34.26
H -18.18 -12.88 33.15
H -16.35 -11.64 31.95
H -17.76 -10.87 31.31
H -15.90 -9.41 30.60
H -15.35 -9.36 32.19
H -17.93 -8.39 31.19
H -16.51 -7.45 31.72
H -16.75 -6.61 34.26
H -16.83 -7.89 35.44
H -15.69 -7.94 34.21
H -18.60 -6.11 32.97
H -19.68 -7.45 32.44
H -19.55 -7.05 34.08
H -15.90 -10.27 34.54
H -16.22 -12.05 34.47
H -17.07 -11.03 35.60
H -20.05 -9.52 34.78
C -5.50 -8.61 30.41
C -4.42 -7.88 29.61
C -3.02 -8.12 30.20
C -2.42 -9.52 29.98
C -2.53 -9.97 28.48
C -3.86 -9.56 27.77
N -4.26 -8.22 28.18
O -5.45 -7.87 27.58
C -3.52 -9.49 26.28
C -5.01 -10.65 28.05
C -4.66 -6.33 29.79
H -5.30 -9.56 30.90
H -6.47 -8.78 29.94
H -5.67 -7.97 31.27
H -2.30 -7.45 29.72
H -2.93 -7.89 31.26
H -3.08 -10.17 30.56
H -1.42 -9.59 30.40
H -2.49 -11.04 28.65
H -1.69 -9.58 27.90
H -2.76 -8.75 26.05
H -3.22 -10.49 25.97
H -4.34 -9.21 25.60
H -4.93 -11.10 29.04
H -5.99 -10.18 28.11
H -5.07 -11.43 27.29
H -4.69 -5.99 30.82
H -5.60 -5.96 29.39
H -3.87 -5.76 29.29
H -5.16 -7.18 26.98
C -13.50 -0.81 26.86
C -12.44 -0.06 27.70
C -11.10 -0.49 27.13
C -10.72 0.17 25.77
C -10.92 1.66 25.92
C -12.33 2.22 26.43
N -12.62 1.41 27.63
O -13.79 1.80 28.24
C -12.09 3.70 26.81
C -13.34 2.15 25.28
C -12.47 -0.61 29.21
H -13.63 -1.85 27.17
H -13.51 -0.90 25.77
H -14.48 -0.40 27.11
H -10.23 -0.44 27.79
H -11.07 -1.56 26.94
H -11.37 -0.17 24.96
H -9.73 -0.19 25.48
H -10.72 2.24 25.02
H -10.20 2.01 26.66
H -11.63 3.84 27.79
H -11.55 4.23 26.03
H -13.06 4.17 26.95
H -14.39 2.17 25.57
H -13.28 2.93 24.52
H -13.24 1.19 24.77
H -11.70 -0.08 29.77
H -12.25 -1.67 29.31
H -13.42 -0.44 29.71
H -13.41 2.47 28.82
C -4.90 -2.62 27.22
C -5.80 -3.16 26.11
C -6.12 -1.95 25.19
C -6.76 -2.37 23.81
C -5.92 -3.37 23.19
C -5.54 -4.58 24.08
N -5.06 -4.21 25.44
O -4.75 -5.29 26.25
C -6.74 -5.49 24.07
C -4.31 -5.17 23.30
C -7.14 -3.73 26.78
H -5.37 -1.79 27.74
H -3.89 -2.41 26.88
H -4.71 -3.28 28.07
H -6.80 -1.17 25.54
H -5.19 -1.43 24.96
H -6.83 -1.53 23.11
H -7.77 -2.75 23.93
H -5.04 -2.85 22.82
H -6.41 -3.71 22.28
H -7.59 -4.95 24.48
H -6.95 -5.83 23.05
H -6.60 -6.41 24.64
H -3.51 -4.50 23.00
H -3.91 -6.02 23.85
H -4.63 -5.68 22.39
H -8.05 -3.51 26.22
H -7.19 -3.46 27.83
H -7.05 -4.81 26.86
H -3.83 -5.09 26.47
C -7.97 -0.82 33.54
C -8.87 -1.64 32.54
C -8.24 -1.56 31.12
C -7.09 -2.50 30.99
C -7.56 -3.92 31.11
C -8.24 -4.23 32.50
N -9.05 -3.06 32.94
O -9.69 -3.21 34.08
C -8.99 -5.55 32.42
C -7.13 -4.31 33.53
C -10.34 -1.05 32.41
H -8.48 -0.89 34.50
H -7.88 0.23 33.25
H -6.97 -1.27 33.53
H -8.96 -1.83 30.34
H -7.97 -0.51 31.00
H -6.29 -2.31 31.71
H -6.66 -2.38 30.00
H -6.73 -4.59 30.88
H -8.26 -4.04 30.28
H -9.33 -5.69 33.45
H -9.86 -5.48 31.77
H -8.46 -6.46 32.16
H -7.55 -4.53 34.51
H -6.47 -5.14 33.25
H -6.58 -3.37 33.58
H -10.98 -1.28 33.26
H -10.84 -1.43 31.52
H -10.34 0.03 32.26
H -8.96 -3.23 34.71
C -9.08 -7.15 26.39
C -10.04 -6.78 27.49
C -10.78 -5.47 26.93
C -12.16 -5.15 27.55
C -12.98 -6.45 27.52
C -12.32 -7.73 28.18
N -10.97 -7.97 27.62
O -10.32 -9.11 28.07
C -12.39 -7.54 29.68
C -13.22 -8.97 27.81
C -9.26 -6.60 28.78
H -9.48 -7.72 25.56
H -8.19 -7.68 26.74
H -8.63 -6.23 26.00
H -10.13 -4.66 27.26
H -10.79 -5.53 25.85
H -12.63 -4.32 27.02
H -12.19 -4.77 28.57
H -13.21 -6.74 26.49
H -13.88 -6.28 28.12
H -13.40 -7.69 30.09
H -11.77 -8.30 30.16
H -12.07 -6.55 29.99
H -12.81 -9.88 28.24
H -14.21 -8.92 28.25
H -13.40 -9.10 26.75
H -9.77 -6.00 29.54
H -8.42 -5.94 28.55
H -8.83 -7.52 29.18
H -10.00 -9.55 27.27
C -13.48 -15.08 26.40
C -12.24 -14.20 26.12
C -11.88 -13.33 27.39
C -11.21 -14.20 28.48
C -10.00 -14.88 27.92
C -10.23 -15.72 26.57
N -11.08 -14.97 25.63
O -11.45 -15.79 24.58
C -8.83 -16.01 26.01
C -10.78 -17.04 27.11
C -12.72 -13.17 25.01
H -13.73 -15.80 25.62
H -14.37 -14.49 26.58
H -13.29 -15.68 27.28
H -11.12 -12.56 27.24
H -12.72 -12.83 27.87
H -11.88 -14.92 28.95
H -11.00 -13.55 29.33
H -9.44 -15.48 28.64
H -9.22 -14.16 27.70
H -9.01 -16.39 25.00
H -8.21 -15.12 25.93
H -8.19 -16.75 26.50
H -10.98 -17.69 26.26
H -10.12 -17.52 27.83
H -11.66 -16.91 27.73
H -13.53 -12.51 25.32
H -12.94 -13.66 24.06
H -11.92 -12.49 24.75
H -10.75 -15.60 23.96
C -16.90 -7.09 28.29
C -17.24 -7.98 27.01
C -17.33 -9.46 27.59
C -17.99 -10.42 26.64
C -19.41 -9.97 26.23
C -19.35 -8.53 25.67
N -18.61 -7.64 26.65
O -18.66 -6.31 26.25
C -18.85 -8.54 24.25
C -20.83 -8.02 25.68
C -16.08 -7.91 25.91
H -17.64 -7.13 29.10
H -16.78 -6.03 28.10
H -15.89 -7.37 28.59
H -16.27 -9.66 27.75
H -17.73 -9.50 28.60
H -18.05 -11.34 27.22
H -17.41 -10.58 25.74
H -20.03 -10.04 27.13
H -19.81 -10.64 25.47
H -18.64 -7.52 23.92
H -17.99 -9.15 24.02
H -19.59 -8.97 23.57
H -21.30 -8.00 26.66
H -20.88 -6.98 25.35
H -21.38 -8.55 24.91
H -15.10 -7.84 26.39
H -16.14 -7.06 25.23
H -16.16 -8.84 25.34
H -19.18 -5.86 26.91
C -13.04 -10.96 32.32
O -11.74 -11.48 32.45
H -13.10 -9.99 32.83
H -13.38 -10.73 31.31
H -13.65 -11.62 32.94
H -11.23 -11.11 31.73
C -11.30 -2.39 22.51
C -12.84 -2.23 22.86
C -13.86 -2.34 21.74
O -15.20 -2.35 22.31
C -16.14 -2.47 21.28
N -13.05 -3.32 23.82
H -10.65 -2.40 23.38
H -11.01 -1.55 21.88
H -11.21 -3.31 21.92
H -12.87 -1.20 23.22
H -13.63 -3.34 21.36
H -13.77 -1.64 20.91
H -15.92 -3.33 20.64
H -16.18 -1.58 20.65
H -17.12 -2.59 21.74
H -13.04 -4.21 23.35
H -14.00 -3.15 24.10
C -8.64 -12.17 24.64
C -7.78 -11.18 25.47
C -7.57 -9.80 24.76
O -6.83 -9.97 23.56
C -6.79 -8.74 22.79
N -8.53 -10.96 26.70
H -8.83 -13.13 25.12
H -8.11 -12.29 23.70
H -9.59 -11.68 24.41
H -6.81 -11.61 25.73
H -7.07 -9.07 25.39
H -8.52 -9.31 24.52
H -6.43 -8.99 21.80
H -6.03 -8.08 23.22
H -7.78 -8.28 22.66
H -8.47 -11.83 27.23
H -8.11 -10.26 27.29
C -8.77 -10.09 31.91
C -8.71 -10.87 30.60
C -8.06 -12.25 30.69
O -7.85 -12.72 29.36
C -7.09 -13.91 29.29
N -10.11 -11.00 30.24
H -7.77 -9.99 32.34
H -9.35 -10.62 32.66
H -9.14 -9.07 31.82
H -8.18 -10.37 29.79
H -8.56 -13.02 31.28
H -7.10 -12.08 31.17
H -6.06 -13.79 29.62
H -6.94 -14.16 28.24
H -7.51 -14.80 29.74
H -10.40 -10.32 29.56
H -10.20 -11.93 29.85
C -13.52 -6.08 33.66
C -13.31 -4.77 32.91
C -14.62 -4.13 32.33
O -15.31 -4.92 31.38
C -16.58 -4.41 30.96
N -12.71 -3.84 33.86
H -12.55 -6.31 34.11
H -13.76 -6.84 32.91
H -14.24 -6.04 34.47
H -12.61 -5.04 32.12
H -14.35 -3.19 31.85
H -15.16 -3.93 33.25
H -17.27 -4.21 31.78
H -17.04 -5.12 30.28
H -16.42 -3.50 30.38
H -12.09 -3.21 33.39
H -12.01 -4.28 34.45

Results of the Löwdin charge analysis, in e, for atoms 1 through 4: -0.02, -0.49, -0.12, -0.21

---

# 2
Computed, not measured: a structure of composition C3H3ClF2S2 in a non-equilibrium geometry, with the ωB97M-V functional and the def2-TZVPD basis.

molar mass	176.640	g mol⁻¹
energy above the lowest of the compared OMol25 structures with the same formula, charge and spin	158.0	kJ/mol
net charge	0
E	-42785.4407	eV

Atoms and positions in Å:
C -0.88 -0.13 -0.09
C 0.19 -0.09 0.78
C 1.51 -0.74 0.43
H -0.80 2.35 -0.45
H 2.12 -0.75 1.23
H 1.15 -1.69 -0.08
F -0.56 -0.56 1.87
F 0.47 1.32 1.16
S -1.71 1.30 -0.66
S -1.42 -1.49 -0.63
Cl 2.57 0.11 -0.83

Results of the Löwdin charge analysis, in e, for atoms 1 through 4: -1.20, -0.61, -0.40, -0.06

---

# 3
Computed, not measured: the molecule C3H3Br2N in a non-equilibrium geometry, with the ωB97M-V functional and the def2-TZVPD basis.

molar mass	212.872	g mol⁻¹
energy above the lowest of the compared OMol25 structures with the same formula, charge and spin	284.1	kJ/mol
structure (SMILES)	Br/C=N\C=C\Br
net charge	0
E	-144731.0568	eV

Atoms and positions in Å:
C -0.74 -0.32 -0.39
C 0.42 -1.39 0.06
C -0.46 1.67 0.84
N -1.06 0.82 0.14
Br 0.87 -2.89 -0.89
Br 1.40 1.66 1.61
H -1.34 -0.85 -1.13
H 1.10 -1.32 0.80
H -1.05 2.44 1.25

Results of the Löwdin charge analysis, in e, for atoms 1 through 4: -0.17, -0.57, -0.50, -0.06

---

# 4
Computed, not measured: a cluster of 7 separate species, C8H27F3NO7 in total in a non-equilibrium geometry, with the ωB97M-V functional and the def2-TZVPD basis.

molar mass	306.298	g mol⁻¹
energy above the lowest of the compared OMol25 structures with the same formula, charge and spin	546.3	kJ/mol
net charge	-1
E	-32701.7552	eV

Atoms and positions in Å:
N -0.99 -0.09 -0.04
H -1.99 -0.03 -0.20
H -0.57 0.75 0.33
H -0.56 -0.36 -0.91
H -0.86 -0.78 0.68
O -5.43 0.93 -0.12
H -5.59 0.90 0.84
C 1.13 3.44 3.73
O 2.27 2.76 3.23
O 0.48 3.97 2.60
C 0.38 2.64 4.86
F 0.09 1.34 4.56
F 1.05 2.53 6.02
F -0.80 3.17 5.19
C 3.57 2.88 3.80
C 4.21 1.52 3.71
H 4.85 1.37 4.58
H 3.45 0.74 3.67
H 4.79 1.49 2.79
H 3.61 3.25 4.82
H 4.13 3.67 3.30
H 1.49 4.39 4.11
C -3.35 -4.81 -4.40
O -4.26 -4.29 -3.47
H -3.34 -4.17 -5.28
H -2.38 -4.90 -3.91
H -3.68 -5.82 -4.65
H -4.43 -5.08 -2.95
C -0.38 3.95 -4.47
O -1.74 4.05 -4.72
H 0.13 3.98 -5.44
H -0.08 4.80 -3.87
H -0.09 3.06 -3.90
H -2.06 3.54 -5.46
C -2.32 -4.71 3.06
O -1.06 -4.09 2.79
H -1.96 -5.53 3.68
H -3.04 -4.11 3.62
H -2.86 -5.17 2.24
H -0.59 -4.01 3.62
C 3.46 -1.08 -4.62
O 2.25 -1.49 -4.16
H 3.22 -0.20 -5.22
H 4.19 -0.80 -3.87
H 3.90 -1.87 -5.24
H 1.73 -1.74 -4.92

Results of the Löwdin charge analysis, in e, for atoms 1 through 4: 0.35, 0.13, 0.15, 0.14